Density functional theory data (ωB97M-V/def2-TZVPD) for a structure of composition C31H33ClNSb2Zn.

Geometry as ORCA input:
```
! RIJCOSX wB97M-V def2-TZVPD def2/J DEFGRID3
* xyz 1 1
Sb -1.883 2.013 2.719
Sb 1.301 1.900 -2.522
Zn -1.673 -0.074 -1.384
Cl -4.349 1.350 -1.761
N -2.673 -1.399 -2.646
C -4.499 -2.807 -3.842
C -2.590 1.689 -1.532
C 0.479 -2.985 -2.243
C 0.388 -0.877 -3.398
C 0.346 -2.263 -3.421
C 4.202 1.025 -3.013
C 0.348 2.260 0.544
C -3.488 -2.001 -3.174
C -1.171 1.554 5.670
C 0.634 -0.176 -2.207
C -2.273 -1.864 0.623
C 0.775 -0.925 -1.022
C 1.588 1.782 5.457
C 3.317 1.382 -1.998
C 1.008 1.504 6.689
C -0.371 -2.133 2.056
C 5.505 0.652 -2.708
C -0.599 1.822 4.428
C 0.830 3.006 -0.694
C -0.445 -0.795 2.422
C 3.757 1.373 -0.676
C 5.060 1.001 -0.370
C -1.444 0.033 1.906
C 5.933 0.638 -1.388
C -0.371 1.393 6.795
C -2.351 -0.515 0.984
C -0.471 3.135 1.493
C 0.787 1.943 4.334
C 0.675 -2.318 -1.043
C -1.288 -2.673 1.161
C -4.043 -4.272 -3.960
H 0.067 3.711 -1.026
H 1.727 3.589 -0.472
H -3.174 -4.357 -4.611
H 1.632 1.382 7.565
H -1.084 3.845 0.935
H 0.202 -2.780 -4.362
H 0.156 3.709 2.177
H -0.270 1.418 0.240
H 2.664 1.876 5.372
H -4.687 -2.373 -4.825
H 3.880 1.040 -4.050
H 1.192 1.823 1.083
H 6.951 0.353 -1.150
H -3.015 -2.281 -0.047
H 1.253 2.171 3.381
H -5.425 -2.732 -3.272
H 0.441 -4.067 -2.260
H 6.189 0.379 -3.502
H -1.247 -3.724 0.902
H -2.519 2.318 -0.646
H 0.300 -0.330 -4.330
H 1.059 -0.436 -0.097
H -2.249 1.471 5.767
H 0.398 -2.764 2.487
H -2.273 2.280 -2.389
H 0.806 -2.874 -0.124
H -3.202 0.073 0.640
H -0.824 1.186 7.757
H 5.394 0.999 0.660
H -4.849 -4.871 -4.379
H 3.088 1.670 0.126
H 0.255 -0.407 3.150
H -3.789 -4.677 -2.981
*
```

Properties
- E: -3975.56120 Eh
- Energy above the lowest of the compared OMol25 structures with the same formula, charge and spin: 18.4 kcal/mol
- HOMO level: -10.951 eV



Density functional theory data (ωB97M-V/def2-TZVPD) for a cluster of 2 separate species, C31H33F5N2O6 in total in a non-equilibrium geometry.

Geometry as ORCA input:
```
! RIJCOSX wB97M-V def2-TZVPD def2/J DEFGRID3
* xyz 0 1
F -5.338 10.761 3.164
F -3.658 5.759 4.654
F -5.286 8.734 1.329
F -3.708 7.783 6.488
F -4.529 10.293 5.745
O -1.893 8.049 1.699
O -1.740 -0.836 3.623
O 0.522 -1.760 2.798
O 1.956 1.931 2.920
O -2.094 1.310 3.055
O 2.167 -0.616 3.842
N -2.693 4.812 0.590
N -1.912 6.760 -0.229
C -4.528 7.187 2.968
C -4.139 8.008 5.231
C -2.911 0.403 -2.310
C -3.416 -1.912 -2.838
C 0.921 -0.744 3.338
C -3.043 2.577 -0.256
C -4.559 9.284 4.854
C -1.303 0.410 3.349
C -0.969 4.724 -1.251
C -2.929 5.806 1.643
C -4.964 9.521 3.539
C -3.238 1.231 0.025
C -1.353 7.752 -1.118
C -3.181 -0.891 3.752
C 0.795 1.832 3.353
C -4.142 6.981 4.290
C 0.141 0.533 3.449
C 0.036 3.071 3.769
C -2.220 5.402 -0.672
C 4.403 -1.424 3.868
C -3.030 3.522 0.762
C -3.755 -1.102 -0.580
C -2.974 -0.639 -3.234
C -2.206 7.036 1.079
C 2.963 -1.840 3.784
C -3.300 0.191 -0.956
C -3.321 5.430 -1.744
C -4.400 6.090 1.956
C -3.811 -2.135 -1.509
C -4.958 8.471 2.622
C -3.532 -2.342 3.903
H 2.671 -2.467 4.637
H -2.551 1.390 -2.614
H -2.897 2.884 -1.292
H -3.276 3.216 1.783
H -1.977 7.827 -2.016
H -0.680 5.257 -2.165
H -4.616 -2.464 3.892
H 5.064 -2.289 3.834
H -2.671 -0.458 -4.268
H -0.142 4.752 -0.529
H -4.186 6.010 -1.393
H -1.316 8.720 -0.614
H -0.020 3.747 2.904
H -3.449 -2.727 -3.564
H -0.339 7.470 -1.427
H -0.987 2.858 4.091
H -1.172 3.683 -1.507
H -4.065 -1.248 0.456
H -3.652 4.418 -1.986
H 4.578 -0.890 4.803
H -3.475 -0.309 4.639
H 0.595 3.579 4.568
H -4.157 -3.121 -1.196
H -3.664 -0.437 2.874
H 2.741 -2.373 2.853
H -2.915 5.890 -2.654
H -3.106 -2.937 3.089
H 4.651 -0.777 3.024
H -3.361 0.948 1.071
H -2.446 5.502 2.587
H -4.920 6.400 1.041
H -3.162 -2.711 4.864
H -4.864 5.168 2.338
*
```

Properties
- E: -2261.28383 Eh
- HOMO level: -6.263 eV



Density functional theory data (ωB97M-V/def2-TZVPD) for a structure of composition C31H33LiNP2.

Geometry as ORCA input:
```
! RIJCOSX wB97M-V def2-TZVPD def2/J DEFGRID3
* xyz 1 1
P -1.433 -1.716 -0.400
P 1.335 0.142 0.582
N -2.299 1.769 1.506
C -1.695 5.136 1.570
C -3.093 -3.860 -0.868
C -3.840 -4.748 -1.621
C 1.161 2.790 1.394
C 1.593 4.090 1.603
C -3.215 -3.576 -3.620
C 3.281 2.226 0.430
C 4.187 -1.654 -1.810
C -0.259 -2.855 0.406
C 0.680 -3.752 2.444
C 1.993 1.843 0.795
C 1.607 -4.467 1.702
C 3.718 3.527 0.646
C 4.708 -2.111 0.490
C 2.878 4.462 1.228
C -0.368 -0.760 -1.550
C -2.463 -2.684 -2.866
C 0.659 -3.605 -0.331
C -2.851 4.286 1.029
C -2.394 -2.820 -1.482
C -0.247 -2.951 1.793
C 5.003 -2.250 -0.860
C -2.990 4.458 -0.490
C -4.167 4.620 1.745
C -2.539 2.871 1.296
C -3.903 -4.607 -3.001
C 3.593 -1.389 0.883
C 3.079 -0.916 -1.412
C 0.297 0.462 -0.917
C 2.771 -0.774 -0.062
C 1.591 -4.400 0.313
Li -1.680 -0.061 1.436
H -4.374 -5.552 -1.133
H 5.342 -2.573 1.235
H 2.337 -5.089 2.202
H -0.977 -2.409 2.389
H 2.470 -0.442 -2.171
H -4.071 4.504 2.824
H -4.982 3.988 1.395
H 3.949 1.511 -0.031
H 0.938 4.808 2.080
H 3.355 -1.304 1.938
H -0.455 1.176 -0.562
H 4.414 -1.756 -2.863
H 4.723 3.807 0.358
H -1.933 -1.894 -3.379
H 5.868 -2.820 -1.171
H 0.165 2.508 1.725
H 0.679 -3.818 3.524
H -0.759 4.902 1.062
H -3.274 5.490 -0.695
H -3.044 -3.986 0.208
H -3.258 -3.462 -4.695
H -1.561 4.988 2.642
H 0.644 -3.569 -1.414
H -0.994 -0.405 -2.372
H -4.486 -5.301 -3.591
H -2.047 4.255 -0.997
H -4.420 5.658 1.531
H -3.761 3.804 -0.897
H 3.224 5.472 1.403
H 2.306 -4.969 -0.266
H 0.362 -1.445 -1.986
H 0.849 1.011 -1.687
H -1.929 6.186 1.396
*
```

Properties
- E: -1945.94681 Eh
- Energy above the lowest of the compared OMol25 structures with the same formula, charge and spin: 0.0 kcal/mol
- HOMO level: -10.875 eV



Density functional theory data (ωB97M-V/def2-TZVPD) for a structure of composition C31H33NiP.

Geometry as ORCA input:
```
! RIJCOSX wB97M-V def2-TZVPD def2/J DEFGRID3
* xyz 0 1
Ni 0.061 0.016 0.076
P -1.370 0.749 -1.325
C 0.565 -0.019 2.157
C -0.592 2.291 2.381
C -0.118 -1.303 -4.631
C -1.757 -5.092 -0.174
C -1.231 5.301 -2.076
C -0.646 -1.670 -0.272
C 2.109 0.460 0.475
C -2.078 4.791 -1.104
C 0.367 1.307 1.785
C -2.223 0.377 -3.967
C -0.163 -0.807 3.200
C -2.159 3.420 -0.900
C -2.684 -5.320 -2.778
C -1.135 -2.737 -0.586
C -0.209 -0.780 -3.348
C -2.290 -6.291 -0.620
C 1.271 1.592 0.686
C -1.681 -3.988 -1.027
C -2.754 -6.411 -1.923
C -1.083 -0.993 -5.578
C -2.154 -4.118 -2.337
C 3.258 0.394 -0.483
C 1.614 -0.568 1.308
C -2.137 -0.150 -5.245
C 2.159 -1.952 1.456
C -1.392 2.544 -1.664
C -0.468 4.434 -2.847
C -1.263 0.060 -3.008
C -0.545 3.066 -2.640
C -3.079 0.393 -0.813
C 1.473 2.941 0.071
H -3.045 -5.405 -3.795
H 3.018 0.882 -1.428
H -1.030 2.931 1.613
H -3.168 -7.349 -2.269
H 0.702 -1.962 -4.886
H 0.523 -1.040 -2.593
H 2.799 -2.222 0.617
H -2.341 -7.138 0.053
H -1.405 1.790 2.904
H -0.531 -1.747 2.784
H -3.179 -0.691 -0.777
H -1.018 -0.257 3.590
H -2.827 3.038 -0.138
H 3.530 -0.637 -0.703
H -2.681 5.460 -0.503
H -1.397 -4.996 0.842
H 0.492 -1.047 4.041
H 2.750 -2.032 2.373
H -1.017 -1.407 -6.576
H -2.889 0.097 -5.983
H -3.242 0.781 0.192
H 1.352 -2.683 1.503
H 0.054 2.396 -3.246
H -0.088 2.944 3.099
H -3.810 0.824 -1.496
H -3.039 1.047 -3.720
H -2.095 -3.264 -3.001
H 1.793 2.864 -0.968
H 4.142 0.890 -0.073
H 0.560 3.536 0.090
H 2.244 3.493 0.616
H 0.192 4.825 -3.611
H -1.168 6.369 -2.237
*
```

Properties
- E: -3050.71193 Eh
- HOMO level: -6.986 eV



Density functional theory data (ωB97M-V/def2-TZVPD) for a structure of composition C31H34AgAsN6OS2.

Geometry as ORCA input:
```
! RIJCOSX wB97M-V def2-TZVPD def2/J DEFGRID3
* xyz -2 1
Ag 2.218 1.512 -1.818
As 0.504 0.221 1.686
S 3.819 4.362 -1.844
S 4.642 0.757 -0.483
O 4.450 5.516 -2.534
N 3.424 -0.204 -3.055
N 0.699 0.075 -3.391
N 2.946 3.424 -2.557
N 4.754 -0.213 -3.070
N 0.428 1.097 0.080
N 6.694 0.447 -2.134
C -3.786 0.394 1.610
C -0.363 3.137 -0.931
C 0.359 -1.715 1.239
C -1.373 -0.848 -4.170
C -1.433 0.461 2.173
C 1.744 -1.420 -0.867
C 0.940 -2.268 0.082
C -1.785 1.030 3.408
C -0.679 -1.823 -4.869
C 0.144 -4.485 0.694
C -3.124 1.273 3.713
C -0.315 -3.952 1.887
C 1.374 -0.871 -4.054
C -0.028 -5.948 0.367
C -0.626 5.212 0.292
C -4.141 0.958 2.827
C -2.199 -0.469 -0.096
C 0.798 -3.628 -0.183
C 0.703 -1.831 -4.816
C -0.206 -2.590 2.182
C -0.709 4.472 -0.890
C 0.111 2.430 0.210
C -5.585 1.221 3.181
C -2.459 0.146 1.262
C 0.173 3.210 1.398
C -0.778 1.366 4.489
C 2.838 -0.891 -3.957
C -0.629 0.077 -3.450
C 5.323 0.316 -1.975
C -0.174 4.555 1.427
C -0.676 -2.150 3.554
H 2.565 -0.909 -0.356
H -0.654 -3.001 4.238
H 1.132 -0.631 -1.297
H -1.040 4.956 -1.803
H -5.901 0.606 4.028
H -0.923 0.713 5.356
H 0.558 2.757 2.299
H 1.226 -4.024 -1.101
H 2.169 -2.021 -1.673
H -6.241 0.995 2.338
H -4.566 0.150 0.893
H 7.081 1.148 -1.527
H -5.739 2.267 3.459
H -2.075 -1.553 -0.016
H -0.369 -6.508 1.239
H 6.967 0.520 -3.104
H -2.455 -0.803 -4.173
H -0.033 -1.367 3.963
H -1.213 -2.575 -5.440
H -0.764 -6.088 -0.430
H 3.415 -1.513 -4.639
H -0.769 -4.610 2.625
H 0.911 -6.390 0.023
H -1.127 0.857 -2.880
H 1.282 -2.588 -5.334
H -3.371 1.726 4.672
H -0.075 5.103 2.360
H -0.912 2.398 4.825
H -3.042 -0.273 -0.764
H -0.884 6.263 0.316
H -1.290 -0.051 -0.535
H -0.435 2.595 -1.867
H 0.246 1.245 4.152
H -1.692 -1.756 3.535
*
```

Properties
- E: -4784.58954 Eh
- Energy above the lowest of the compared OMol25 structures with the same formula, charge and spin: 8.2 kcal/mol
- HOMO level: -1.138 eV



Density functional theory data (ωB97M-V/def2-TZVPD) for a structure of composition C31H34AsN3O6S3W.

Geometry as ORCA input:
```
! RIJCOSX wB97M-V def2-TZVPD def2/J DEFGRID3
* xyz -2 1
W -0.511 -0.628 0.239
As -2.080 2.031 2.176
S -2.367 -2.214 -0.985
S 0.614 -1.776 -1.714
S -2.954 0.952 -0.869
O -3.181 0.308 0.420
O -1.074 3.258 3.002
O -3.173 1.523 3.267
O -3.900 0.717 -1.925
O -0.861 1.079 1.529
O -1.529 0.730 -1.277
N -0.308 -2.146 -7.802
N -4.249 -2.570 -6.860
N 1.193 -0.135 0.426
C -2.755 3.176 0.750
C -0.535 -3.698 3.240
C 2.476 0.043 -0.079
C -2.459 -2.269 -5.014
C -0.866 -1.787 1.686
C 2.366 -3.183 0.817
C 3.815 -1.626 2.224
C -3.594 4.907 -1.269
C -2.870 4.540 0.997
C -1.102 -2.118 -5.339
C -0.173 -1.953 -4.317
C 3.516 -2.179 0.823
C 3.975 1.426 -1.393
C -0.653 -2.173 3.128
C -0.663 -2.129 -6.706
C -0.561 -1.955 -2.981
C 4.576 -0.815 -0.926
C -1.921 -2.134 -2.649
C 1.996 2.791 1.239
C -3.485 3.550 -1.525
C -3.292 5.400 -0.006
C -3.449 -2.430 -6.044
C 2.115 2.609 -0.278
C 3.454 -0.985 -0.120
C 4.824 0.356 -1.616
C -2.851 -2.262 -3.681
C -3.068 2.694 -0.515
C 2.834 1.309 -0.610
C 0.583 -1.511 3.728
C 0.770 2.831 -0.962
C -1.894 -1.710 3.909
H 3.874 -2.431 2.962
H -1.425 -4.180 2.829
H -0.437 -3.990 4.292
H 2.979 2.737 1.715
H -3.919 5.578 -2.054
H 0.577 -0.440 3.518
H -3.379 6.460 0.199
H -0.178 3.115 2.668
H -2.791 -2.207 3.532
H 1.566 3.774 1.458
H 0.475 3.882 -0.875
H 2.236 -3.616 -0.174
H 0.333 -4.068 2.693
H 1.487 -1.942 3.308
H 4.407 -2.736 0.515
H 5.690 0.453 -2.259
H -3.899 -2.355 -3.432
H -1.888 -2.086 1.397
H 5.287 -1.633 -0.990
H 0.872 -1.821 -4.566
H 1.418 -2.734 1.095
H 2.791 3.391 -0.639
H 1.357 2.014 1.663
H 0.816 2.569 -2.021
H -3.733 3.133 -2.492
H 4.765 -1.087 2.218
H -0.006 2.229 -0.502
H 4.202 2.393 -1.830
H -1.782 -1.957 4.970
H -2.611 4.922 1.976
H 2.595 -3.989 1.523
H 3.039 -0.929 2.534
H 0.607 -1.660 4.813
H -2.054 -0.635 3.813
*
```

Properties
- E: -5314.97883 Eh
- Energy above the lowest of the compared OMol25 structures with the same formula, charge and spin: 14.3 kcal/mol
- HOMO level: -2.016 eV